Entry 1:
{
  "formula": "C3H4Cl2S",
  "method": "ωB97M-V/def2-TZVPD",
  "e_homo_ev": -9.20,
  "smiles": "C=CC(=S)Cl.Cl",
  "spin_multiplicity": 1,
  "total_energy_ev": -39054.2670,
  "orbital_gap_ev": 8.5522,
  "de_lowest_kcal_mol": 25.6,
  "symbols": ["C", "C", "C", "S", "Cl", "Cl", "H", "H", "H", "H"],
  "coordinates": [[-1.8722, -0.6730, 0.2323], [-1.5142, 0.4524, -0.3301], [-0.0583, 0.8326, -0.0747], [0.0941, 2.3408, 0.3662], [4.6541, -0.8962, 0.3461], [1.0759, -0.4390, -0.2037], [-2.9280, -0.8578, 0.3437], [-1.0154, -1.2768, 0.5076], [-2.2565, 1.1695, -0.6417], [3.8205, -0.6525, -0.5457]],
  "forces_ev_per_angstrom": [[-0.18, -0.47, -0.27], [1.43, 0.02, 0.37], [-2.90, 0.21, -1.14], [1.42, 1.21, 0.43], [0.86, -0.27, 0.86], [0.57, 0.07, 0.04], [0.06, -0.75, 0.20], [-0.92, -0.75, 0.54], [0.43, 0.45, -0.18], [-0.78, 0.28, -0.86]],
  "lowdin_charge": [-0.014, -0.301, -1.267, 0.748, 0.300, 0.685, 0.070, 0.023, 0.090, -0.334]
}

***

Entry 2:
{
  "formula": "C32H36F43O7P",
  "method": "ωB97M-V/def2-TZVPD",
  "e_homo_ev": -8.38,
  "smiles": "COCCC[PH3]C[C@H](O)C(F)(F)F.FC(F)C(F)(F)COC(F)(F)C(F)F.FC(F)C(F)(F)COC(F)(F)C(F)F.FC(F)C(F)(F)COC(F)(F)C(F)F.FC(F)C(F)(F)COC(F)(F)C(F)F.FC(F)C(F)(F)COC(F)(F)C(F)F",
  "spin_multiplicity": 1,
  "total_energy_ev": -174232.1573,
  "orbital_gap_ev": 8.6142,
  "symbols": ["C", "O", "C", "C", "C", "P", "C", "C", "O", "C", "F", "F", "F", "H", "H", "H", "H", "H", "H", "H", "H", "H", "H", "H", "H", "H", "H", "H", "H", "C", "C", "C", "F", "F", "F", "F", "O", "C", "C", "F", "F", "F", "F", "H", "H", "H", "H", "C", "C", "C", "F", "F", "F", "F", "O", "C", "C", "F", "F", "F", "F", "H", "H", "H", "H", "C", "C", "C", "F", "F", "F", "F", "O", "C", "C", "F", "F", "F", "F", "H", "H", "H", "H", "C", "C", "C", "F", "F", "F", "F", "O", "C", "C", "F", "F", "F", "F", "H", "H", "H", "H", "C", "C", "C", "F", "F", "F", "F", "O", "C", "C", "F", "F", "F", "F", "H", "H", "H", "H"],
  "coordinates": [[-3.5574, 1.4920, 7.7312], [-3.8221, 0.0944, 7.3550], [-4.9765, -0.4709, 8.0706], [-6.3270, 0.1912, 7.4180], [-7.4221, -0.8873, 6.8435], [-9.1199, 0.0630, 6.7437], [-10.6935, 1.2050, 6.6778], [-11.0860, 1.8576, 8.1268], [-9.9899, 1.8500, 9.1256], [-12.4014, 1.2169, 8.8585], [-13.3832, 2.3317, 9.1296], [-12.0370, 0.5948, 10.1863], [-13.1400, 0.2048, 8.0719], [-3.3499, 1.5716, 8.9021], [-4.4277, 2.2420, 7.5012], [-2.6206, 1.8708, 7.0966], [-4.8948, -0.1075, 9.2045], [-4.9910, -1.6502, 8.1235], [-6.8484, 0.8196, 8.2708], [-6.0482, 0.9385, 6.5507], [-7.0957, -1.1417, 5.7283], [-7.5502, -1.8482, 7.5053], [-9.5203, -0.6588, 5.5527], [-9.4788, -0.4666, 8.0366], [-8.3385, 1.2921, 6.5705], [-11.5670, 0.6722, 6.1109], [-10.3659, 2.1174, 5.9810], [-11.3331, 3.0082, 7.9373], [-9.1259, 2.1677, 8.7267], [0.6873, 5.9270, 4.4966], [1.4269, 4.5887, 4.6422], [0.6957, 3.3806, 4.0667], [-0.5094, 3.1727, 4.6457], [1.4177, 2.2455, 4.2677], [1.7494, 4.3981, 5.9504], [2.6227, 4.7149, 3.9839], [-0.0733, 6.3593, 5.6295], [-1.3807, 5.7950, 5.7383], [-1.5340, 4.8737, 6.9590], [-0.6214, 3.8714, 6.9549], [-2.7553, 4.2821, 6.9707], [-1.6971, 5.1868, 4.5708], [-2.2306, 6.8497, 5.8538], [1.4614, 6.6973, 4.3847], [0.1076, 5.9868, 3.5687], [0.5502, 3.4860, 2.9888], [-1.4147, 5.4345, 7.8882], [2.6987, 3.4207, -0.5800], [2.6035, 2.6519, 0.7463], [3.8183, 2.7842, 1.6583], [4.9576, 2.3364, 1.0820], [3.6476, 2.0493, 2.7901], [2.3172, 1.3475, 0.4853], [1.5126, 3.1399, 1.4180], [3.1280, 2.6699, -1.7205], [4.5418, 2.5181, -1.8546], [5.0048, 1.0621, -1.6872], [4.6175, 0.5410, -0.4972], [6.3587, 0.9759, -1.7227], [5.1595, 3.3728, -1.0055], [4.8432, 2.9510, -3.1075], [1.6759, 3.7292, -0.8326], [3.2501, 4.3623, -0.4800], [3.9684, 3.8223, 1.9651], [4.5991, 0.4304, -2.4799], [-2.9734, -3.7281, 2.5766], [-4.0223, -4.5833, 3.3029], [-5.4723, -4.2442, 2.9745], [-5.7949, -2.9673, 3.2842], [-6.3202, -5.0362, 3.6844], [-3.7903, -4.5299, 4.6427], [-3.7989, -5.8872, 2.9434], [-2.4505, -2.6110, 3.3030], [-3.2523, -1.4297, 3.2666], [-3.8378, -1.0626, 4.6394], [-4.5701, -2.0751, 5.1649], [-4.6705, 0.0047, 4.5426], [-4.1965, -1.5671, 2.3059], [-2.4276, -0.4358, 2.8423], [-2.1016, -4.3762, 2.4189], [-3.2893, -3.4461, 1.5660], [-5.6844, -4.4094, 1.9152], [-3.0448, -0.8168, 5.3484], [6.6108, 0.3050, -6.0123], [5.9726, -0.7016, -5.0434], [6.8314, -1.9189, -4.7183], [7.1441, -2.6474, -5.8148], [6.1701, -2.7585, -3.8769], [4.7520, -1.0671, -5.5211], [5.7234, -0.0326, -3.8730], [6.2405, 0.1837, -7.3896], [6.9658, -0.7968, -8.1327], [6.0853, -1.9699, -8.5922], [5.4661, -2.5769, -7.5503], [6.8295, -2.9241, -9.2066], [8.0411, -1.1909, -7.4106], [7.4614, -0.1463, -9.2186], [6.2359, 1.2948, -5.7209], [7.6968, 0.3773, -5.8863], [7.7585, -1.6244, -4.2203], [5.3170, -1.6307, -9.2899], [7.4577, -4.8657, -12.7930], [7.6110, -5.8081, -13.9961], [8.2446, -5.1795, -15.2325], [7.5373, -4.1281, -15.7067], [8.3121, -6.0838, -16.2462], [6.4023, -6.3628, -14.2842], [8.4064, -6.8497, -13.5939], [6.1788, -4.2433, -12.6321], [5.9687, -3.0684, -13.4164], [4.8832, -3.2523, -14.4889], [5.1594, -4.2899, -15.3164], [4.7843, -2.1498, -15.2739], [7.1549, -2.6602, -13.9257], [5.5847, -2.1024, -12.5402], [7.5662, -5.4893, -11.8961], [8.2764, -4.1410, -12.7212], [9.2650, -4.8473, -15.0255], [3.9095, -3.4366, -14.0305]],
  "forces_ev_per_angstrom": [[0.58, 0.65, 0.22], [-0.57, 0.59, 1.22], [-0.60, 1.21, 0.97], [-0.58, -0.60, 0.55], [1.20, 0.30, -0.71], [0.79, -0.10, 0.01], [-0.80, 1.17, -0.64], [0.04, 1.38, -0.62], [-0.17, -0.01, -1.58], [-1.40, -0.33, 1.57], [2.92, -3.77, -0.69], [-1.61, 1.98, -4.51], [2.39, 3.23, 2.65], [-0.25, -0.23, -2.43], [1.35, -1.63, 0.27], [-2.08, -1.14, 1.57], [-0.20, -0.78, -2.25], [0.33, 2.50, -0.73], [0.93, -1.08, -1.59], [-0.42, -1.59, 1.79], [-0.61, 0.15, 2.41], [0.48, 1.76, -1.28], [-0.02, 0.38, 0.58], [-0.11, 0.20, -0.49], [-0.32, -0.52, 0.09], [1.32, 1.03, 1.43], [-0.79, -1.86, 1.46], [0.03, -2.62, 0.51], [-1.80, -0.44, 0.30], [0.36, 1.07, -0.21], [0.11, 0.35, 1.06], [-0.05, -1.09, -0.45], [0.41, -0.19, -0.16], [0.03, 0.44, 0.12], [-0.15, -0.09, -0.46], [-0.36, -0.13, -0.32], [-1.24, -1.50, -0.03], [0.99, 1.30, -1.39], [0.12, -0.54, 0.63], [-0.22, 0.56, 0.14], [0.02, 0.48, -0.32], [-0.54, 0.33, 0.74], [0.23, -0.62, 0.41], [-0.07, -0.28, 0.25], [0.03, -0.31, 0.24], [-0.11, 0.24, 0.50], [0.02, 0.20, -0.14], [-0.75, 0.56, -0.69], [-0.19, -0.99, -0.91], [0.57, -0.22, 1.19], [-0.42, 0.15, 0.47], [-0.21, 0.13, -0.43], [0.22, 0.51, 0.26], [0.55, 0.23, -0.33], [1.70, -0.34, 0.75], [-1.27, 1.45, 0.03], [-0.12, -0.83, 0.31], [-0.08, 0.16, -0.46], [-0.14, 0.55, 0.05], [0.29, -0.36, -0.78], [0.04, -0.58, 0.35], [0.17, -0.33, 0.09], [0.09, -0.34, 0.17], [-0.12, 0.08, -0.14], [-0.24, 0.46, 0.38], [1.06, -0.16, -0.41], [0.83, 0.07, 0.81], [-1.06, -0.24, 0.07], [-0.16, -0.64, -0.10], [0.34, -0.09, -0.02], [-0.31, 0.01, -0.44], [-0.38, 0.36, -0.30], [-1.70, 0.87, 0.08], [1.05, -1.05, -1.22], [-0.05, 0.14, 0.84], [0.45, 0.24, -0.09], [0.21, -0.07, -0.53], [0.31, 0.74, 0.29], [-0.42, -0.20, 0.58], [-0.23, 0.09, 0.30], [-0.21, -0.01, 0.32], [0.19, 0.00, -0.06], [0.06, -0.02, -0.17], [0.00, 1.17, -0.10], [-0.83, 0.21, -0.85], [0.24, -0.97, 0.63], [-0.14, 0.12, 0.67], [-0.14, 0.37, -0.06], [0.45, -0.07, 0.24], [0.77, -0.62, -0.88], [0.74, -1.77, -0.17], [0.47, 1.83, 0.88], [-0.56, -0.67, -0.16], [0.05, 0.42, -0.43], [0.24, 0.43, 0.06], [-0.18, -0.05, -0.91], [-0.49, -0.59, 0.20], [-0.15, -0.33, -0.07], [-0.23, -0.31, 0.01], [-0.01, 0.20, -0.05], [0.12, 0.22, 0.00], [0.12, -0.14, 1.15], [-0.95, -0.40, 0.45], [0.45, -0.12, -1.04], [0.41, -0.51, -0.06], [-0.08, -0.10, 0.36], [0.44, 0.24, -0.12], [0.20, 0.52, -0.25], [0.05, 1.04, -1.68], [1.34, -0.67, 1.56], [-0.53, -0.22, -0.70], [-0.24, 0.27, 0.53], [0.25, 0.05, 0.44], [-0.85, 0.47, 0.15], [-0.30, -0.32, -0.54], [-0.21, -0.01, -0.32], [-0.19, -0.12, -0.30], [-0.02, 0.00, 0.20], [0.11, 0.03, 0.22]],
  "lowdin_charge": [-0.114, -0.293, -0.195, -0.258, -0.406, 0.753, -0.346, -0.268, -0.118, -0.168, -0.016, 0.000, 0.009, 0.112, 0.092, 0.104, 0.125, 0.139, 0.096, 0.108, 0.081, 0.089, 0.018, 0.030, 0.015, 0.086, 0.094, 0.165, 0.100, -0.052, -0.419, -0.295, 0.083, 0.096, 0.126, 0.097, 0.033, -0.474, -0.260, 0.086, 0.082, 0.123, 0.139, 0.151, 0.147, 0.149, 0.177, -0.051, -0.412, -0.290, 0.089, 0.094, 0.132, 0.074, 0.036, -0.468, -0.278, 0.092, 0.094, 0.121, 0.136, 0.151, 0.147, 0.166, 0.156, -0.055, -0.430, -0.290, 0.080, 0.090, 0.124, 0.100, 0.035, -0.471, -0.275, 0.080, 0.088, 0.117, 0.138, 0.151, 0.145, 0.174, 0.162, -0.046, -0.407, -0.282, 0.086, 0.094, 0.129, 0.060, 0.035, -0.474, -0.266, 0.088, 0.093, 0.121, 0.140, 0.152, 0.148, 0.177, 0.175, -0.054, -0.430, -0.290, 0.083, 0.092, 0.123, 0.102, 0.029, -0.476, -0.267, 0.088, 0.096, 0.122, 0.133, 0.152, 0.146, 0.175, 0.175]
}